No. 1
{"formula": "C5H8O2", "method": "the ωB97M-V functional and the def2-TZVPD basis", "gap_ev": 10.655, "de_lowest_ev": 3.148, "lumo_ev": 0.907, "molar_mass_da": 100.12, "multiplicity": 1, "species": ["C", "C", "O", "C", "C", "O", "C", "H", "H", "H", "H", "H", "H", "H", "H"], "positions_angstrom": [[-1.373, -0.818, -0.549], [-0.394, -0.075, 0.334], [-0.860, 0.061, 1.663], [1.078, -0.578, 0.474], [1.570, 0.752, -0.084], [1.131, 0.708, -1.406], [0.211, 1.213, -0.318], [-0.962, -0.893, -1.559], [-1.578, -1.819, -0.156], [-2.322, -0.266, -0.597], [-1.688, 0.558, 1.676], [1.340, -0.781, 1.511], [1.353, -1.413, -0.176], [2.463, 1.309, 0.163], [0.032, 2.042, -0.977]], "nbo_charge": [-0.64, 0.26, -0.71, -0.43, 0.06, -0.51, -0.05, 0.23, 0.22, 0.20, 0.47, 0.23, 0.22, 0.20, 0.25]}

=====

No. 2
{"formula": "C19H20N2O3S", "method": "the ωB97M-V functional and the def2-TZVPD basis", "gap_ev": 8.656, "de_lowest_ev": 0.439, "lumo_ev": 0.597, "molar_mass_da": 356.45, "multiplicity": 1, "species": ["C", "C", "C", "C", "C", "O", "C", "O", "C", "O", "C", "C", "C", "N", "C", "C", "C", "C", "C", "C", "S", "C", "C", "N", "C", "H", "H", "H", "H", "H", "H", "H", "H", "H", "H", "H", "H", "H", "H", "H", "H", "H", "H", "H", "H"], "positions_angstrom": [[-1.236, -0.806, -3.959], [-0.668, -1.227, -2.649], [0.581, -1.025, -2.146], [0.635, -1.632, -0.858], [1.753, -1.676, 0.053], [1.780, -2.339, 1.075], [2.987, -0.848, -0.329], [2.633, 0.425, -0.854], [3.042, 1.517, -0.208], [3.811, 1.532, 0.714], [2.446, 2.754, -0.859], [1.857, 3.670, 0.215], [0.829, 2.954, 1.012], [0.797, 1.694, 1.190], [-0.215, 1.301, 2.017], [-0.474, 0.000, 2.433], [-1.540, -0.224, 3.279], [-2.348, 0.823, 3.716], [-2.100, 2.125, 3.326], [-1.030, 2.358, 2.480], [-0.448, 3.867, 1.840], [-0.621, -2.197, -0.639], [-1.133, -2.966, 0.521], [-1.395, -1.934, -1.717], [-2.760, -2.356, -1.852], [-2.073, -0.118, -3.828], [-0.465, -0.297, -4.531], [-1.581, -1.664, -4.536], [1.381, -0.511, -2.637], [3.547, -1.391, -1.099], [3.615, -0.721, 0.559], [3.239, 3.281, -1.392], [1.679, 2.440, -1.566], [1.428, 4.569, -0.230], [2.660, 3.973, 0.896], [0.169, -0.799, 2.106], [-1.748, -1.228, 3.618], [-3.176, 0.618, 4.379], [-2.715, 2.942, 3.673], [-1.925, -2.416, 1.032], [-0.320, -3.145, 1.217], [-1.539, -3.925, 0.197], [-3.210, -1.883, -2.722], [-3.331, -2.076, -0.965], [-2.820, -3.441, -1.973]], "nbo_charge": [-0.64, 0.13, -0.25, -0.27, 0.57, -0.58, -0.18, -0.51, 0.83, -0.61, -0.49, -0.46, 0.14, -0.47, 0.18, -0.23, -0.21, -0.21, -0.22, -0.24, 0.35, 0.25, -0.67, -0.32, -0.41, 0.21, 0.23, 0.21, 0.23, 0.20, 0.24, 0.24, 0.23, 0.23, 0.25, 0.24, 0.21, 0.21, 0.22, 0.22, 0.27, 0.22, 0.22, 0.21, 0.21]}

=====

No. 3
{"formula": "C30H51N13O3Si", "method": "the ωB97M-V functional and the def2-TZVPD basis", "gap_ev": 10.386, "de_lowest_ev": 0.000, "lumo_ev": 0.148, "molar_mass_da": 669.91, "multiplicity": 1, "species": ["O", "C", "C", "O", "C", "O", "C", "Si", "H", "H", "H", "H", "H", "H", "H", "H", "H", "H", "H", "H", "C", "C", "N", "H", "H", "H", "C", "C", "N", "H", "H", "H", "C", "C", "N", "H", "H", "H", "C", "C", "N", "H", "H", "H", "C", "C", "N", "H", "H", "H", "C", "C", "N", "H", "H", "H", "C", "C", "N", "H", "H", "H", "C", "C", "N", "H", "H", "H", "C", "C", "N", "H", "H", "H", "C", "C", "N", "H", "H", "H", "C", "C", "N", "H", "H", "H", "C", "C", "N", "H", "H", "H", "C", "C", "N", "H", "H", "H"], "positions_angstrom": [[3.056, 1.478, 1.479], [2.975, 1.708, 0.077], [2.843, 3.202, -0.306], [2.364, 4.024, 0.754], [1.069, 4.518, 0.586], [0.065, 3.621, 0.980], [-0.534, 2.841, -0.056], [-1.636, 1.533, 0.738], [3.471, 2.241, 1.893], [2.113, 1.122, -0.281], [3.869, 1.307, -0.430], [2.177, 3.296, -1.179], [3.827, 3.606, -0.594], [0.927, 4.832, -0.456], [0.991, 5.397, 1.241], [0.239, 2.344, -0.668], [-1.132, 3.476, -0.736], [-0.817, 0.688, 1.638], [-2.271, 0.733, -0.319], [-2.637, 2.237, 1.570], [-2.216, -2.830, 2.114], [-3.015, -2.053, 1.182], [-3.653, -1.393, 0.487], [-2.555, -3.862, 2.135], [-1.166, -2.816, 1.824], [-2.287, -2.423, 3.120], [0.397, -5.907, 0.329], [0.459, -5.174, 1.583], [0.488, -4.489, 2.506], [-0.637, -6.089, 0.041], [0.882, -5.320, -0.449], [0.921, -6.859, 0.400], [1.701, -0.899, 2.176], [1.435, -1.425, 0.845], [1.224, -1.832, -0.210], [0.885, -1.181, 2.838], [2.627, -1.316, 2.569], [1.791, 0.188, 2.135], [-6.830, -2.833, 0.076], [-7.294, -4.206, -0.050], [-7.661, -5.291, -0.150], [-5.749, -2.777, -0.048], [-7.299, -2.209, -0.683], [-7.076, -2.443, 1.062], [0.516, 7.740, -1.963], [0.968, 6.460, -2.488], [1.315, 5.442, -2.892], [0.047, 7.606, -0.989], [1.356, 8.424, -1.853], [-0.207, 8.197, -2.634], [-3.908, 10.103, -1.762], [-2.458, 10.237, -1.757], [-1.314, 10.350, -1.753], [-4.370, 11.075, -1.931], [-4.217, 9.423, -2.554], [-4.249, 9.711, -0.805], [4.797, -2.584, -0.351], [4.830, -3.979, -0.761], [4.857, -5.081, -1.085], [5.801, -2.162, -0.359], [4.164, -2.003, -1.020], [4.383, -2.502, 0.652], [-3.351, -5.920, 4.626], [-4.209, -5.176, 3.714], [-4.851, -4.565, 2.983], [-3.658, -6.963, 4.661], [-2.317, -5.861, 4.285], [-3.415, -5.495, 5.626], [2.196, -4.071, -4.100], [2.062, -5.196, -3.188], [1.948, -6.067, -2.447], [3.171, -4.102, -4.585], [1.417, -4.110, -4.860], [2.104, -3.137, -3.546], [5.392, 1.644, -3.510], [5.301, 0.378, -2.796], [5.215, -0.614, -2.223], [6.066, 2.319, -2.987], [5.788, 1.485, -4.511], [4.407, 2.104, -3.581], [-0.100, -0.110, 6.519], [-0.191, -1.166, 5.520], [-0.264, -1.987, 4.719], [-0.155, -0.536, 7.519], [0.844, 0.422, 6.412], [-0.919, 0.595, 6.386], [9.504, 4.164, -2.303], [9.018, 3.171, -3.251], [8.634, 2.385, -3.997], [9.461, 3.765, -1.291], [10.535, 4.425, -2.536], [8.892, 5.063, -2.357], [-10.998, -5.494, -1.307], [-11.583, -5.048, -2.563], [-12.046, -4.697, -3.555], [-11.233, -4.787, -0.513], [-11.392, -6.471, -1.034], [-9.914, -5.569, -1.388]], "lowdin_charge": [-0.09, -0.20, -0.18, -0.10, -0.27, -0.18, -0.39, 0.68, 0.10, 0.10, 0.10, 0.10, 0.12, 0.09, 0.14, 0.07, 0.09, -0.07, -0.08, -0.07, -0.10, -0.26, 0.13, 0.05, 0.04, 0.06, -0.07, -0.27, 0.13, 0.09, 0.04, 0.08, -0.08, -0.30, 0.14, 0.03, 0.09, 0.05, -0.08, -0.28, 0.12, 0.05, 0.08, 0.08, -0.08, -0.28, 0.14, 0.08, 0.09, 0.06, -0.07, -0.26, 0.14, 0.09, 0.08, 0.08, -0.12, -0.28, 0.12, 0.07, 0.02, 0.07, -0.06, -0.28, 0.15, 0.08, 0.08, 0.08, -0.06, -0.27, 0.14, 0.08, 0.08, 0.08, -0.07, -0.23, 0.16, 0.06, 0.08, 0.08, -0.06, -0.25, 0.15, 0.08, 0.08, 0.08, -0.07, -0.27, 0.14, 0.08, 0.08, 0.08, -0.08, -0.29, 0.11, 0.08, 0.08, 0.05]}

=====

No. 4
{"formula": "C27H35Br2N2PPdTe", "method": "the ωB97M-V functional and the def2-TZVPD basis", "gap_ev": 5.631, "de_lowest_ev": 0.000, "lumo_ev": -1.015, "molar_mass_da": 812.39, "multiplicity": 1, "species": ["Pd", "Br", "C", "C", "C", "C", "C", "C", "N", "C", "C", "C", "C", "C", "C", "N", "H", "H", "H", "H", "H", "H", "H", "H", "H", "Te", "C", "C", "C", "C", "C", "C", "H", "H", "H", "H", "H", "C", "C", "C", "P", "C", "C", "C", "C", "C", "C", "H", "H", "H", "H", "H", "H", "H", "H", "H", "H", "H", "H", "H", "H", "H", "H", "H", "H", "H", "H", "H", "Br"], "positions_angstrom": [[-1.168, 0.232, 0.564], [4.517, -4.114, 1.676], [3.327, -2.641, 1.674], [2.017, -2.816, 1.269], [1.161, -1.728, 1.267], [1.597, -0.471, 1.671], [2.921, -0.316, 2.081], [3.785, -1.398, 2.080], [0.645, 0.598, 1.618], [0.885, 1.696, 2.218], [-0.036, 2.838, 2.233], [0.297, 3.984, 2.947], [-0.602, 5.039, 2.955], [-1.792, 4.905, 2.259], [-2.033, 3.723, 1.567], [-1.171, 2.718, 1.548], [1.657, -3.791, 0.969], [0.124, -1.850, 0.977], [3.315, 0.641, 2.388], [4.813, -1.273, 2.390], [1.796, 1.835, 2.794], [1.233, 4.040, 3.488], [-0.380, 5.947, 3.500], [-2.525, 5.699, 2.244], [-2.949, 3.576, 1.006], [-2.261, -0.422, 2.861], [-2.063, -2.519, 2.592], [-3.019, -3.227, 1.866], [-2.886, -4.594, 1.667], [-1.797, -5.276, 2.194], [-0.843, -4.582, 2.925], [-0.977, -3.214, 3.122], [-3.859, -2.695, 1.437], [-3.635, -5.128, 1.097], [-1.696, -6.344, 2.041], [0.007, -5.106, 3.348], [-0.233, -2.676, 3.696], [-1.832, 2.588, -2.047], [-1.171, 1.408, -2.765], [-0.464, 1.910, -4.025], [-0.178, 0.384, -1.571], [1.559, 1.045, -1.504], [1.563, 2.523, -1.099], [2.480, 0.805, -2.700], [0.072, -1.309, -2.314], [0.123, -1.361, -3.841], [-0.925, -2.352, -1.805], [-2.466, 3.132, -2.751], [-1.082, 3.288, -1.669], [-2.445, 2.246, -1.217], [-1.965, 0.712, -3.059], [0.327, 2.621, -3.781], [-1.188, 2.439, -4.649], [-0.034, 1.112, -4.624], [1.971, 0.470, -0.669], [1.448, 3.169, -1.971], [2.512, 2.785, -0.624], [0.755, 2.759, -0.406], [2.135, 1.324, -3.592], [2.582, -0.254, -2.934], [3.478, 1.183, -2.465], [1.062, -1.584, -1.930], [-0.838, -1.076, -4.274], [0.329, -2.386, -4.158], [0.895, -0.722, -4.263], [-1.934, -2.139, -2.155], [-0.974, -2.388, -0.718], [-0.629, -3.337, -2.175], [-3.336, -0.290, -0.474]], "nbo_charge": [0.41, 0.07, -0.06, -0.24, -0.21, 0.18, -0.23, -0.24, -0.44, 0.12, 0.19, -0.23, -0.17, -0.23, 0.06, -0.45, 0.24, 0.26, 0.21, 0.23, 0.18, 0.22, 0.22, 0.23, 0.21, 0.01, -0.24, -0.24, -0.22, -0.24, -0.17, -0.28, 0.23, 0.21, 0.21, 0.20, 0.22, -0.61, -0.54, -0.61, 1.02, -0.54, -0.61, -0.61, -0.52, -0.61, -0.60, 0.21, 0.20, 0.24, 0.25, 0.20, 0.22, 0.21, 0.23, 0.21, 0.21, 0.21, 0.21, 0.21, 0.21, 0.22, 0.21, 0.22, 0.21, 0.23, 0.22, 0.20, -0.52]}

=====

No. 5
{"formula": "C2H3BrSi", "method": "the ωB97M-V functional and the def2-TZVPD basis", "gap_ev": 9.459, "de_lowest_ev": 1.536, "lumo_ev": 0.044, "molar_mass_da": 135.04, "multiplicity": 1, "species": ["Br", "C", "C", "Si", "H", "H", "H"], "positions_angstrom": [[2.501, 0.454, -0.585], [0.736, 0.125, -0.310], [-0.301, 0.888, -0.529], [-0.791, -0.620, 0.485], [-0.609, 1.911, -0.843], [-0.583, -0.764, 1.992], [-0.954, -1.995, -0.211]], "nbo_charge": [0.12, -0.47, -0.53, 0.91, 0.24, -0.14, -0.13]}

=====

No. 6
{"formula": "C28H15F10InN6O4S2", "method": "the ωB97M-V functional and the def2-TZVPD basis", "gap_ev": 5.813, "de_lowest_ev": 0.000, "charge": -2, "lumo_ev": 4.019, "molar_mass_da": 868.40, "multiplicity": 1, "species": ["In", "C", "N", "C", "C", "N", "C", "C", "F", "C", "F", "C", "F", "C", "F", "C", "F", "C", "C", "N", "C", "C", "F", "C", "F", "C", "F", "C", "F", "C", "F", "H", "H", "H", "H", "H", "H", "H", "H", "H", "H", "H", "O", "C", "O", "C", "C", "C", "C", "C", "N", "C", "O", "O", "H", "H", "H", "H", "S", "C", "C", "N", "C", "S", "C", "N"], "positions_angstrom": [[-0.278, 0.114, -0.226], [0.286, -2.170, 2.007], [1.129, -1.222, 1.246], [1.941, -0.409, 2.162], [1.190, 0.849, 2.530], [0.820, 1.626, 1.359], [1.588, 2.670, 0.977], [2.968, 2.882, 1.211], [3.704, 1.938, 1.851], [3.677, 3.978, 0.750], [5.004, 4.049, 0.972], [3.062, 4.980, 0.037], [3.757, 6.040, -0.430], [1.698, 4.867, -0.168], [1.042, 5.873, -0.783], [0.998, 3.783, 0.303], [-0.344, 3.855, 0.224], [1.965, -1.898, 0.241], [2.572, -0.866, -0.700], [1.509, -0.208, -1.462], [1.884, 0.429, -2.610], [3.164, 0.954, -2.879], [4.111, 0.977, -1.918], [3.524, 1.532, -4.085], [4.769, 2.016, -4.239], [2.619, 1.658, -5.111], [2.958, 2.237, -6.279], [1.347, 1.165, -4.902], [0.445, 1.224, -5.898], [1.006, 0.567, -3.711], [-0.210, 0.007, -3.653], [0.921, -2.912, 2.509], [-0.282, -1.629, 2.762], [-0.412, -2.672, 1.346], [2.214, -1.004, 3.045], [2.859, -0.113, 1.667], [0.267, 0.575, 3.046], [1.779, 1.424, 3.251], [2.756, -2.492, 0.721], [1.319, -2.561, -0.330], [3.183, -0.153, -0.145], [3.251, -1.400, -1.373], [-2.364, 3.395, -2.334], [-1.798, 2.217, -2.071], [-0.635, 2.107, -1.757], [-2.690, 1.030, -2.203], [-3.981, 1.024, -2.671], [-4.639, -0.208, -2.712], [-3.985, -1.353, -2.305], [-2.677, -1.242, -1.836], [-2.074, -0.075, -1.796], [-1.834, -2.410, -1.368], [-2.199, -3.533, -1.704], [-0.797, -2.067, -0.711], [-1.699, 4.062, -2.090], [-4.461, 1.944, -2.977], [-5.665, -0.258, -3.055], [-4.443, -2.331, -2.325], [-2.347, 0.916, 0.982], [-2.540, 0.082, 2.519], [-2.160, 0.806, 3.703], [-1.845, 1.396, 4.646], [-3.156, -1.143, 2.647], [-3.712, -2.182, 1.423], [-3.362, -1.621, 4.015], [-3.544, -2.011, 5.084]], "nbo_charge": [1.68, -0.43, -0.49, -0.23, -0.23, -0.72, 0.10, 0.28, -0.34, 0.26, -0.31, 0.20, -0.32, 0.27, -0.32, 0.28, -0.31, -0.23, -0.23, -0.78, 0.10, 0.30, -0.32, 0.26, -0.31, 0.22, -0.31, 0.26, -0.31, 0.30, -0.30, 0.16, 0.22, 0.26, 0.18, 0.21, 0.21, 0.19, 0.17, 0.25, 0.19, 0.18, -0.66, 0.81, -0.59, 0.06, -0.20, -0.18, -0.17, 0.16, -0.44, 0.78, -0.68, -0.80, 0.51, 0.22, 0.21, 0.24, -0.30, -0.41, 0.29, -0.42, -0.25, -0.31, 0.30, -0.40]}